Entry 1:
Below is one molecule with the formula C3H5N3O at a distorted geometry, with properties calculated with the ωB97M-V functional and the def2-TZVPD basis.

Atoms and positions in Å:
1 H -3.24 -0.28 -0.23
2 N -2.37 0.18 0.03
3 C -1.55 -0.80 0.02
4 N -0.17 -0.67 0.22
5 C 0.55 0.48 0.12
6 C 2.05 0.19 0.05
7 O 2.60 -0.88 -0.06
8 N 0.04 1.67 -0.01
9 H 0.85 2.33 -0.09
10 H -1.83 -1.85 -0.21
11 H 0.40 -1.48 0.00
12 H 2.68 1.11 0.15

Its HOMO energy is -9.715 eV. For the maximum force, the calculation gives 2.238 eV/Å. The frontier orbital gap is 9.5 eV. Its energy above the lowest of the compared OMol25 structures with the same formula, charge and spin is 181.4 kJ/mol. The SMILES is [H]/N=C/N/C(C=O)=N/[H]. As for the total charge: 0. For the LUMO energy, the calculation gives -0.2617 eV.


Entry 2:
Below is C2H4F3NO5S2V as an isolated structure at a distorted geometry, with properties calculated with the ωB97M-V functional and the def2-TZVPD basis.

Atoms and positions in Å:
1 N -0.86 -0.06 -1.85
2 S -1.70 0.95 -0.88
3 O -1.28 0.59 0.65
4 O -1.01 2.33 -0.86
5 S 0.72 0.02 -1.92
6 O 1.37 0.74 -0.77
7 O 1.24 0.37 -3.23
8 C 1.25 -1.75 -1.66
9 F 0.96 -2.14 -0.43
10 F 0.62 -2.52 -2.53
11 F 2.55 -1.83 -1.86
12 V 0.38 1.82 0.55
13 O 0.56 1.37 2.32
14 H 0.68 1.95 3.07
15 C -1.20 -0.24 2.20
16 H -0.81 -1.09 1.61
17 H -1.52 0.45 2.99
18 H -1.96 -0.94 2.59

Its HOMO energy (spin up / spin down) is -7.157 / -10.196 eV. For the maximum force, the calculation gives 3.888 eV/Å. Its spin multiplicity is 4. The frontier orbital gap (spin up / spin down) is 6.3 / 9.4 eV. Its energy above the lowest of the compared OMol25 structures with the same formula, charge and spin is 262.8 kJ/mol. The expectation value of S² is 3.755. As for the total charge: 0. For the LUMO energy (spin up / spin down), the calculation gives -0.8673 / -0.8458 eV.


Entry 3:
Below is C25H46O3P2PmS as an isolated structure at a distorted geometry, with properties calculated with the ωB97M-V functional and the def2-TZVPD basis.

Atoms and positions in Å:
1 Pm -1.19 1.90 1.39
2 C -2.61 4.08 0.92
3 C -2.93 3.14 -0.11
4 C -3.64 2.26 1.91
5 C -3.03 3.53 2.17
6 C -3.58 2.02 0.50
7 C -2.09 5.44 0.65
8 H -1.69 5.52 -0.36
9 H -1.28 5.72 1.34
10 H -2.90 6.19 0.74
11 C -2.80 4.13 3.51
12 H -2.30 5.10 3.42
13 H -2.16 3.50 4.15
14 H -3.75 4.28 4.05
15 C -3.99 1.26 2.96
16 H -4.90 1.55 3.50
17 H -3.19 1.16 3.72
18 H -4.17 0.27 2.52
19 C -4.10 0.83 -0.24
20 H -5.18 0.95 -0.44
21 H -3.96 -0.10 0.33
22 H -3.60 0.73 -1.21
23 C -2.80 3.40 -1.56
24 H -3.77 3.74 -1.95
25 H -2.49 2.52 -2.13
26 H -2.07 4.20 -1.76
27 C 1.86 1.65 -0.23
28 C 1.28 2.56 -1.01
29 C 0.63 2.39 -2.34
30 C 0.22 0.95 -2.75
31 C -0.75 0.30 -1.83
32 C -0.51 -0.37 -0.69
33 C 0.82 -0.70 -0.06
34 C 2.04 0.18 -0.46
35 H 1.28 2.82 -3.13
36 H 1.11 0.35 -2.96
37 H -0.26 3.02 -2.38
38 H 2.36 -0.07 -1.48
39 H 2.24 1.99 0.75
40 H 1.24 3.60 -0.64
41 H 2.87 -0.13 0.20
42 H 0.75 -0.69 1.05
43 H -1.37 -0.83 -0.18
44 H 1.07 -1.77 -0.26
45 H -0.30 1.04 -3.72
46 H -1.80 0.41 -2.14
47 P 2.60 -3.91 -0.82
48 P 0.92 -6.39 -0.69
49 C 3.46 -5.47 -1.40
50 C 2.76 -6.70 -0.85
51 H 4.51 -5.43 -1.05
52 H 3.47 -5.46 -2.51
53 H 2.91 -7.56 -1.53
54 H 3.14 -6.98 0.15
55 C 0.57 -8.02 0.11
56 H -0.52 -8.15 0.13
57 H 0.97 -8.00 1.13
58 H 1.03 -8.82 -0.47
59 C 0.53 -6.92 -2.41
60 H 1.07 -7.85 -2.63
61 H 0.82 -6.15 -3.12
62 H -0.54 -7.10 -2.47
63 C 3.97 -3.37 0.30
64 H 3.80 -2.35 0.66
65 H 4.93 -3.44 -0.23
66 H 3.99 -4.06 1.16
67 C 2.98 -2.93 -2.34
68 H 2.40 -3.37 -3.17
69 H 4.05 -2.99 -2.57
70 H 2.67 -1.88 -2.21
71 C 0.90 5.76 3.12
72 S 1.38 4.10 2.68
73 O 2.27 4.21 1.53
74 O 1.86 3.42 3.87
75 O 0.05 3.48 2.24
76 H 1.82 6.28 3.43
77 H 0.19 5.73 3.96
78 H 0.46 6.27 2.26

Its HOMO energy (spin up / spin down) is -9.590 / -9.590 eV. For the maximum force, the calculation gives 1.645 eV/Å. Its spin multiplicity is 5. The frontier orbital gap (spin up / spin down) is 5.8 / 6.0 eV. Its energy above the lowest of the compared OMol25 structures with the same formula, charge and spin is 0.0 kJ/mol. The expectation value of S² is 6.012. As for the total charge: +1. For the LUMO energy (spin up / spin down), the calculation gives -3.7739 / -3.5684 eV.


Entry 4:
Below is a 2-piece molecular cluster, C2H7OS2 overall, with properties calculated with the ωB97M-V functional and the def2-TZVPD basis.

Atoms and positions in Å:
1 C 0.20 -0.75 1.15
2 S 0.18 0.98 1.75
3 S 1.86 1.81 0.80
4 H 1.18 -0.97 0.73
5 H -0.69 -0.88 0.28
6 H 0.06 -1.38 2.03
7 H 2.76 1.58 1.78
8 C -1.12 -0.06 -1.71
9 O -1.51 -1.08 -0.87
10 H -1.61 0.91 -1.49
11 H -0.02 0.12 -1.67
12 H -1.31 -0.28 -2.78

Its HOMO energy is -2.661 eV. For the maximum force, the calculation gives 0.914 eV/Å. The frontier orbital gap is 5.8 eV. Its energy above the lowest of the compared OMol25 structures with the same formula, charge and spin is 210.0 kJ/mol. As for the total charge: -1. For the LUMO energy, the calculation gives 3.1466 eV.


Entry 5:
Below is one molecule with the formula C2H4O2Si at a distorted geometry, with properties calculated with the ωB97M-V functional and the def2-TZVPD basis.

Atoms and positions in Å:
1 O -2.59 0.84 -0.58
2 C -1.54 0.96 0.00
3 Si -0.28 -0.44 0.38
4 C 1.40 0.75 -0.09
5 O 1.40 1.94 0.04
6 H -1.20 1.97 0.32
7 H -0.40 -1.64 -0.44
8 H -0.24 -0.68 1.82
9 H 2.30 0.22 -0.48

Its HOMO energy is -9.036 eV. For the maximum force, the calculation gives 2.484 eV/Å. The frontier orbital gap is 9.2 eV. Its energy above the lowest of the compared OMol25 structures with the same formula, charge and spin is 286.2 kJ/mol. The SMILES is O=C[SiH2]C=O. As for the total charge: 0. For the LUMO energy, the calculation gives 0.1660 eV.


Entry 6:
Below is C5H12O as an isolated structure, with properties calculated with the ωB97M-V functional and the def2-TZVPD basis.

Atoms and positions in Å:
1 C 1.95 -0.32 -0.90
2 C 0.85 -0.77 0.03
3 C -0.50 -0.39 -0.28
4 C -1.65 -0.99 0.45
5 C -0.45 1.58 0.97
6 O -0.85 0.17 -1.43
7 H 1.90 -0.75 -1.91
8 H 2.92 -0.60 -0.49
9 H 1.96 0.78 -1.00
10 H 0.43 0.29 0.73
11 H 0.94 -1.72 0.54
12 H -1.41 -1.10 1.51
13 H -1.82 -1.99 0.02
14 H -2.55 -0.39 0.33
15 H -0.42 1.57 2.07
16 H -1.47 1.87 0.67
17 H 0.23 2.37 0.61
18 H -0.05 0.39 -1.93

Its HOMO energy is -6.719 eV. For the maximum force, the calculation gives 0.304 eV/Å. The frontier orbital gap is 7.5 eV. Its energy above the lowest of the compared OMol25 structures with the same formula, charge and spin is 456.7 kJ/mol. As for the total charge: 0. For the LUMO energy, the calculation gives 0.7767 eV.